1.
Entry from OMol25: a 2-piece molecular cluster, C9H16NO overall in a non-equilibrium geometry (wB97M-V/def2-TZVPD).

2S+1: 2
Orbital gap (alpha / beta): 2.0103 / 6.7924 eV
E: -482.281885 Ha

Each line ends with the Mulliken spin population.
Atoms and positions in Å:
C  -1.8259  -1.0618  2.3472  0.145
C  -3.3106  -0.7115  2.8628  -0.025
N  -1.5695  -1.7433  1.0393  0.086
H  -1.2315  -0.0556  2.3318  0.018
H  -1.4609  -1.7244  3.1517  0.005
H  -3.6777  -1.7036  3.1430  -0.006
H  -4.1293  -0.2109  2.3874  0.001
H  -2.3495  -1.7456  0.3951  -0.081
H  -0.9796  -1.2344  0.4394  -0.025
H  -1.3401  -2.6750  1.2603  0.001
H  -3.1191  -0.1031  3.8373  0.003
C  3.9515  0.9314  -2.1362  -0.023
C  -0.0858  0.7335  -1.0111  -0.018
C  0.7611  1.2612  -0.0233  0.113
C  0.3157  0.2148  -2.1997  0.202
C  2.1404  1.4262  -0.3590  0.379
C  1.6907  0.2980  -2.4280  0.223
C  2.5160  0.7958  -1.5131  -0.144
O  -1.4353  0.4423  -0.6627  0.014
H  0.3453  1.5381  0.9773  -0.011
H  -2.0908  0.8277  -1.1723  0.009
H  -0.5646  -0.2007  -2.9477  0.050
H  2.6384  2.0327  0.4487  0.036
H  2.1506  -0.1531  -3.2497  0.037
H  4.2333  -0.0449  -2.6472  -0.002
H  4.6585  1.1636  -1.3333  0.005
H  3.7688  1.7026  -2.9381  0.006

Atoms 1-3, force components in eV/Å:
-0.397 3.527 1.076
1.881 -1.021 1.956
-2.501 0.392 1.014

***

2.
Entry from OMol25: an isolated ion of composition C9H16NO and charge +1 in a non-equilibrium geometry (wB97M-V/def2-TZVPD).

Orbital gap (alpha / beta): 8.0385 / 7.4925 eV
Net charge: +1
E: -482.070666 Ha

Each line ends with the Mulliken charge.
Atoms and positions in Å:
C  4.3261  -0.9373  1.0036  -0.894
C  -0.8106  1.5453  -0.7874  -0.686
C  3.5731  -0.4551  -0.0554  -0.316
C  -1.9107  1.1472  0.1429  -0.381
C  1.6803  -0.6482  -1.8089  -0.708
C  2.2609  -1.0192  -0.4769  0.140
C  0.8302  -0.3925  -0.5248  -0.473
C  -4.3053  -0.2829  1.3273  -1.069
C  -3.4354  -0.7083  0.1854  0.151
N  0.6296  0.9948  -0.2030  -0.134
O  -2.4515  -0.0129  -0.2855  -0.259
H  5.3340  -0.7676  1.1363  0.309
H  3.9601  -1.7304  1.5592  0.301
H  -0.9001  1.0682  -1.7547  0.289
H  -0.8210  2.6712  -0.8495  0.395
H  4.1043  0.2656  -0.6972  0.270
H  2.1397  0.2227  -2.2786  0.250
H  1.3347  -1.3688  -2.5177  0.292
H  2.2325  -2.1062  -0.2346  0.405
H  -5.1995  -0.7382  1.5398  0.378
H  -3.7550  -0.2188  2.3386  0.285
H  -4.4473  0.7526  1.0730  0.305
H  -3.4727  -1.6834  -0.2710  0.437
H  0.0332  -1.0844  -0.4551  0.400
H  -2.2496  1.9369  0.7452  0.434
H  1.3681  1.7134  -0.5768  0.479
H  0.5141  1.1235  0.7938  0.399

Atoms 1-3, force components in eV/Å:
-3.138 0.897 -3.739
-0.878 0.285 1.276
2.295 -0.085 2.123

***

3.
Entry from OMol25: a 2-piece molecular cluster, C9H16NO overall in a non-equilibrium geometry (wB97M-V/def2-TZVPD).

Orbital gap: 9.2002 eV
Net charge: +1
E: -482.259009 Ha

Each line ends with the Mulliken charge.
Atoms and positions in Å:
C  -1.9675  -0.4517  1.3783  -0.283
C  -2.3589  -1.0915  0.0398  -1.012
N  -1.6825  1.0068  1.1557  -0.205
H  -2.6774  -0.4787  2.1978  0.402
H  -1.0991  -1.0366  1.6711  0.259
H  -1.4727  -1.1263  -0.6089  0.132
H  -3.0988  -0.5577  -0.5549  0.370
H  -2.5785  1.4962  1.1062  0.389
H  -1.0686  1.3702  1.8906  0.353
H  -1.2050  1.2675  0.2840  0.193
H  -2.6392  -2.1304  0.1752  0.379
C  1.2376  -1.7913  -2.0600  -1.324
C  1.2127  1.4965  0.5894  0.031
C  1.4589  0.2148  1.0933  -0.162
C  1.0366  1.7100  -0.7907  -0.583
C  1.5998  -0.8558  0.1895  -0.477
C  1.4533  0.7038  -1.6216  -0.684
C  1.5150  -0.6321  -1.1746  0.597
O  1.0490  2.4907  1.5478  -0.505
H  1.5000  0.3106  2.1765  0.473
H  1.8174  3.0378  1.5390  0.358
H  1.0309  2.7132  -1.2094  0.411
H  1.6661  -1.8776  0.5489  0.480
H  1.7550  0.8232  -2.6591  0.404
H  1.8118  -2.7131  -1.8861  0.398
H  1.4357  -1.6328  -3.1231  0.377
H  0.2685  -2.2655  -1.8949  0.227

Atoms 1-3, force components in eV/Å:
-0.023 -0.839 -1.209
0.348 0.211 -0.221
0.184 0.177 0.092

***

4.
Entry from OMol25: a 2-piece molecular cluster, C9H16NO2 overall in a non-equilibrium geometry (wB97M-V/def2-TZVPD).

Orbital gap: 7.6051 eV
Net charge: -1
E: -557.468401 Ha

Each line ends with the Mulliken charge.
Atoms and positions in Å:
C  2.4309  -2.7518  -0.5343  -0.725
C  2.3051  -1.6903  0.2371  0.096
C  -1.4375  -1.0689  2.1028  -1.231
C  -0.8080  1.7069  -2.2008  -1.609
C  -2.5750  0.7898  -0.8316  -1.405
C  2.4626  -0.2500  -0.1307  -0.755
C  1.1585  0.6145  0.0936  0.006
C  -0.0336  0.0624  -0.6033  -1.322
C  -1.0934  1.1766  -0.7816  1.448
N  -0.7990  -0.1903  2.8578  0.842
O  0.4900  0.0743  2.6315  -0.655
O  -1.3706  0.3015  3.8272  -0.749
H  2.0573  -3.7222  -0.2205  0.256
H  2.8843  -2.7547  -1.5551  0.237
H  1.5723  -1.8723  1.1459  0.099
H  -0.8363  -1.3551  1.3601  0.601
H  0.1919  1.6085  -2.6244  0.344
H  -1.4628  1.3425  -3.0137  0.392
H  -1.0267  2.6982  -2.1212  0.426
H  -2.6858  0.0307  -0.0332  0.220
H  -3.2957  1.7045  -0.7141  0.266
H  -2.6869  0.3170  -1.7584  0.424
H  3.1247  0.4292  0.5347  0.287
H  2.6002  -0.1645  -1.1275  0.364
H  1.5578  1.6588  0.0348  0.415
H  0.8273  0.3921  1.2960  0.068
H  -2.5013  -1.0708  2.0248  0.388
H  -1.0504  1.9834  0.1040  0.274

Atoms 1-3, force components in eV/Å:
0.811 -0.628 -1.289
-2.846 0.176 2.009
-0.237 1.478 1.243

***

5.
Entry from OMol25: a 2-piece molecular cluster, C9H16NO2 overall in a non-equilibrium geometry (wB97M-V/def2-TZVPD).

Orbital gap (alpha / beta): 8.3845 / 9.3749 eV
Net charge: +1
E: -557.270795 Ha

Each line ends with the Mulliken charge.
Atoms and positions in Å:
C  -4.6956  0.3112  -0.9696  -0.746
C  -1.2190  0.8080  2.8787  -0.422
C  -3.4766  0.7024  -0.5428  -0.397
C  -0.0110  0.2507  2.7844  -0.143
C  -2.3181  -0.2041  -0.7207  0.865
C  2.1455  -1.2826  0.3138  -0.973
C  1.7205  0.9101  -0.4168  -0.689
C  1.1165  -0.9037  -1.8498  -1.100
C  -0.1789  -0.6636  0.2443  -0.328
N  1.2710  -0.4447  -0.4462  0.370
O  -2.1884  -1.2177  -1.2967  -0.458
O  -1.1928  0.2708  0.0060  -0.211
H  -5.5948  0.8782  -1.0098  0.296
H  -4.9323  -0.6621  -1.3591  0.249
H  -1.3454  1.5877  3.7334  0.218
H  -2.0579  0.8283  2.2107  0.241
H  -3.3382  1.6264  -0.0404  0.361
H  0.9125  0.0430  3.3799  0.301
H  2.0080  -1.2096  1.4084  0.303
H  1.9798  -2.3548  -0.0054  0.409
H  3.2439  -1.2389  0.0074  0.384
H  0.8252  1.6172  -0.4560  0.273
H  2.4151  1.1641  0.4210  0.324
H  2.1934  1.1562  -1.4872  0.315
H  2.0752  -0.9416  -2.3235  0.474
H  0.6775  -1.8602  -1.9455  0.372
H  0.5310  -0.0936  -2.4006  0.403
H  -0.3463  -1.7784  0.4859  0.311

Atoms 1-3, force components in eV/Å:
1.005 -0.285 -0.009
2.404 1.402 2.081
-1.252 -1.261 -0.818

***

6.
Entry from OMol25: an isolated ion of composition C9H16NS and charge +1 in a non-equilibrium geometry (wB97M-V/def2-TZVPD).

SMILES: C[C@@H]1C=CS[C@H]1[NH+]1CCCC1
Orbital gap: 9.4989 eV
Net charge: +1
E: -805.155671 Ha

Each line ends with the Mulliken charge.
Atoms and positions in Å:
C  -2.7125  0.8302  -1.2376  -1.244
C  -1.7480  0.8657  -0.0943  0.099
C  -1.6663  2.3051  0.3335  -0.730
C  -0.7805  3.0110  -0.3458  -0.167
S  0.3448  2.0637  -1.3825  -0.094
C  -0.2495  0.4300  -0.8206  -0.667
N  0.6400  -0.2620  0.1521  0.130
C  2.0958  -0.6877  -0.3259  -0.679
C  2.6541  -1.4131  0.8166  -0.738
C  1.4086  -2.3414  1.1490  -0.581
C  0.1483  -1.5464  0.8082  -0.585
H  -2.3816  1.5625  -1.9661  0.357
H  -3.6919  0.9149  -0.8440  0.440
H  -2.4855  -0.1565  -1.6759  0.328
H  -1.9413  0.1341  0.7442  0.393
H  -2.3018  2.7308  1.0441  0.468
H  -0.7115  4.1907  -0.5208  0.314
H  -0.4899  -0.1909  -1.7841  0.409
H  0.8394  0.3352  0.9635  0.452
H  2.5683  0.2321  -0.6052  0.485
H  1.9487  -1.0894  -1.3012  0.440
H  2.6678  -0.7860  1.6439  0.328
H  3.6483  -1.8062  0.6652  0.415
H  1.6421  -3.1445  0.5316  0.342
H  1.4576  -2.6533  2.2057  0.366
H  -0.4921  -2.1022  0.1237  0.311
H  -0.4116  -1.4264  1.7227  0.406

Atoms 1-3, force components in eV/Å:
1.358 -1.837 -0.339
2.647 -0.986 0.498
1.618 -0.649 -0.735